1.
The following is a DFT calculation (the ωB97M-V functional and the def2-TZVPD basis) of 4 unconnected molecules or ions with the total composition C34H84ClN12O7P4 in a non-equilibrium geometry.

Values from the calculation:
DFT total energy: -118499.355 eV
maximum force: 7.96 eV/Å
HOMO: -0.33800 hartree
LUMO level: -3.049 eV
charge: +1

Last column: Löwdin charge in e.
CARTESIAN COORDINATES (ANGSTROEM)
C1 -5.529 5.025 0.447  -0.044
C2 -5.359 3.794 -0.482  -0.259
O1 -4.019 3.666 -0.953  -0.170
C3 -3.921 3.277 -2.295  -0.170
C4 -3.680 1.732 -2.425  -0.149
O2 -4.063 1.062 -1.225  -0.102
C5 -3.492 -0.209 -1.121  -0.138
N1 -2.963 -0.370 0.244  0.072
C6 -2.226 0.579 0.936  -0.175
C7 -1.770 1.962 0.533  -0.143
C8 -2.275 3.079 1.496  -0.080
C9 -1.961 0.083 2.162  -0.568
Cl1 -1.125 0.824 3.446  0.881
N2 -2.523 -1.182 2.237  -0.013
C10 -2.551 -2.140 3.350  -0.098
C11 -1.240 -2.959 3.526  -0.125
C12 -0.002 -2.393 2.813  -0.099
C13 -0.011 -2.617 1.306  -0.477
O3 -0.251 -3.677 0.780  0.111
O4 0.318 -1.511 0.570  -0.064
C14 0.183 -1.723 -0.842  -0.209
C15 0.548 -0.386 -1.525  -0.045
C16 -3.108 -1.409 1.087  -0.290
P1 -4.028 -2.961 0.635  0.811
N3 -3.167 -4.227 0.979  -0.264
H1 -4.703 4.968 1.159  0.063
H2 -5.515 5.919 -0.179  0.080
H3 -6.495 4.908 0.946  0.082
H4 -5.546 2.921 0.167  0.112
H5 -6.124 3.783 -1.265  0.111
H6 -4.782 3.569 -2.907  0.122
H7 -3.044 3.772 -2.731  0.130
H8 -4.197 1.373 -3.324  0.132
H9 -2.598 1.595 -2.580  0.113
H10 -4.327 -0.908 -1.230  0.114
H11 -2.739 -0.402 -1.892  0.142
H12 -0.673 1.950 0.614  0.109
H13 -1.994 2.194 -0.505  0.093
H14 -2.457 3.996 0.939  0.071
H15 -1.509 3.253 2.252  0.050
H16 -3.169 2.735 2.027  0.086
H17 -2.792 -1.583 4.259  0.129
H18 -3.360 -2.856 3.186  0.100
H19 -1.009 -2.940 4.598  0.121
H20 -1.362 -4.017 3.283  0.117
H21 0.862 -2.963 3.181  0.138
H22 0.214 -1.346 3.038  0.061
H23 -0.865 -1.944 -1.094  0.105
H24 0.812 -2.541 -1.196  0.134
H25 0.211 0.426 -0.871  0.058
H26 0.083 -0.351 -2.511  0.079
H27 1.638 -0.308 -1.568  0.078
H28 -4.349 -2.947 -0.739  0.025
H29 -5.204 -2.958 1.423  0.024
H30 -3.028 -4.745 0.115  -0.009
O5 -9.887 4.603 -0.456  -0.313
P2 -10.474 4.431 -1.844  0.729
N4 -12.068 4.997 -1.491  -0.352
C17 -13.184 4.149 -1.126  -0.123
C18 -12.149 6.345 -0.941  -0.133
N5 -10.386 2.705 -1.808  -0.322
C19 -11.458 1.777 -2.120  -0.145
C20 -9.486 2.094 -0.837  -0.148
N6 -10.891 4.275 -3.549  -0.273
C21 -9.681 4.009 -4.371  -0.137
C22 -11.591 5.393 -4.208  -0.123
H31 -13.420 3.442 -1.922  0.062
H32 -14.095 4.735 -1.003  0.080
H33 -13.003 3.603 -0.191  0.086
H34 -11.828 7.079 -1.692  0.070
H35 -11.520 6.476 -0.055  0.069
H36 -13.168 6.611 -0.664  0.078
H37 -12.124 1.624 -1.265  0.075
H38 -11.045 0.800 -2.392  0.076
H39 -12.043 2.093 -2.981  0.071
H40 -9.929 2.077 0.166  0.086
H41 -8.541 2.631 -0.788  0.051
H42 -9.242 1.066 -1.119  0.073
H43 -9.005 4.870 -4.382  0.079
H44 -9.962 3.771 -5.397  0.081
H45 -9.130 3.152 -3.986  0.068
H46 -11.071 6.345 -4.069  0.084
H47 -12.611 5.491 -3.847  0.079
H48 -11.670 5.202 -5.279  0.083
O6 5.268 -0.709 4.888  -0.296
P3 4.732 -0.306 3.535  0.707
N7 5.563 -1.454 2.557  -0.343
C23 6.789 -1.184 1.829  -0.111
C24 5.407 -2.849 2.951  -0.130
N8 5.423 1.264 3.491  -0.323
C25 6.153 1.854 2.384  -0.142
C26 5.900 1.825 4.751  -0.138
N9 3.705 0.172 2.185  -0.258
C27 2.594 1.036 2.651  -0.135
C28 3.092 -0.884 1.364  -0.115
H49 6.644 -0.392 1.092  0.064
H50 7.100 -2.046 1.238  0.067
H51 7.615 -0.917 2.499  0.089
H52 4.365 -3.168 2.807  0.063
H53 5.668 -3.021 4.000  0.072
H54 6.022 -3.513 2.345  0.077
H55 7.202 1.541 2.378  0.078
H56 6.139 2.946 2.461  0.077
H57 5.703 1.625 1.420  0.068
H58 6.881 1.424 5.030  0.087
H59 5.203 1.620 5.560  0.069
H60 5.982 2.912 4.680  0.078
H61 1.893 0.482 3.287  0.050
H62 2.045 1.446 1.800  0.075
H63 2.971 1.882 3.224  0.078
H64 2.551 -1.610 1.974  0.066
H65 3.835 -1.406 0.765  0.091
H66 2.395 -0.452 0.652  0.055
O7 9.290 -3.140 -0.309  -0.314
P4 10.201 -3.826 -1.301  0.710
N10 10.068 -5.444 -0.710  -0.344
C29 11.023 -6.077 0.177  -0.123
C30 8.712 -5.958 -0.580  -0.137
N11 11.657 -3.055 -0.819  -0.321
C31 12.929 -3.701 -0.552  -0.142
C32 11.543 -1.844 -0.014  -0.140
N12 11.034 -4.368 -2.750  -0.274
C33 11.159 -3.262 -3.736  -0.132
C34 10.483 -5.519 -3.488  -0.129
H67 12.010 -6.134 -0.283  0.063
H68 10.750 -7.116 0.366  0.078
H69 11.096 -5.562 1.144  0.086
H70 8.249 -6.059 -1.571  0.068
H71 8.071 -5.305 0.023  0.063
H72 8.694 -6.948 -0.126  0.076
H73 12.972 -4.110 0.463  0.076
H74 13.746 -2.980 -0.648  0.078
H75 13.153 -4.490 -1.268  0.071
H76 11.340 -2.072 1.040  0.084
H77 10.749 -1.201 -0.385  0.068
H78 12.464 -1.260 -0.067  0.078
H79 10.184 -2.967 -4.135  0.080
H80 11.800 -3.563 -4.565  0.081
H81 11.618 -2.386 -3.282  0.073
H82 9.426 -5.386 -3.733  0.081
H83 10.604 -6.443 -2.929  0.077
H84 11.033 -5.660 -4.420  0.081



2.
The following is a DFT calculation (the ωB97M-V functional and the def2-TZVPD basis) of a molecular structure, C34H85Br3N9O18P3 in a non-equilibrium geometry.

Values from the calculation:
DFT total energy: -324900.479 eV
maximum force: 1.67 eV/Å
energy above the lowest of the compared OMol25 structures with the same formula, charge and spin: 0.7161 eV
HOMO: -0.29415 hartree
LUMO level: -0.237 eV

Last column: Löwdin charge in e.
CARTESIAN COORDINATES (ANGSTROEM)
C1 4.441 19.533 -2.129  -1.585
Br1 4.793 20.584 -0.510  0.587
Br2 4.803 17.691 -1.758  0.613
Br3 5.515 20.081 -3.610  0.630
H1 3.412 19.812 -2.292  -0.027
O1 11.512 19.820 -4.459  -0.278
P1 11.666 19.781 -5.929  0.486
N1 10.263 20.249 -6.694  -0.293
C2 8.995 19.953 -6.053  -0.104
C3 10.198 20.442 -8.115  -0.153
N2 12.110 18.274 -6.451  -0.296
C4 11.990 17.122 -5.570  -0.102
C5 12.379 18.025 -7.861  -0.105
N3 12.825 20.794 -6.530  -0.308
C6 14.180 20.535 -6.090  -0.114
C7 12.528 22.190 -6.851  -0.097
H2 8.184 20.069 -6.773  0.081
H3 8.797 20.550 -5.165  0.064
H4 8.940 18.889 -5.774  0.087
H5 11.160 20.581 -8.603  0.063
H6 9.629 21.344 -8.379  0.089
H7 9.727 19.599 -8.639  0.085
H8 11.628 16.211 -6.045  0.085
H9 12.949 16.885 -5.095  0.063
H10 11.345 17.380 -4.728  0.062
H11 12.778 18.932 -8.309  0.066
H12 13.102 17.216 -7.976  0.086
H13 11.472 17.718 -8.396  0.079
H14 14.520 21.265 -5.352  0.087
H15 14.261 19.546 -5.637  0.077
H16 14.877 20.542 -6.935  0.084
H17 13.443 22.755 -7.024  0.083
H18 12.046 22.710 -6.010  0.089
H19 11.884 22.286 -7.720  0.056
O2 10.794 18.031 1.700  -0.274
P2 10.024 19.123 1.072  0.499
N4 9.382 18.828 -0.391  -0.281
C8 10.160 19.065 -1.593  -0.096
C9 8.151 18.046 -0.537  -0.091
N5 10.927 20.512 0.865  -0.301
C10 11.789 20.856 1.978  -0.111
C11 10.455 21.639 0.083  -0.114
N6 8.766 19.546 2.075  -0.292
C12 8.541 18.897 3.354  -0.094
C13 7.798 20.573 1.736  -0.110
H20 10.056 18.228 -2.290  0.079
H21 11.210 19.250 -1.399  0.066
H22 9.763 19.904 -2.185  0.061
H23 7.591 18.444 -1.380  0.038
H24 7.583 18.187 0.385  0.073
H25 8.397 16.988 -0.637  0.074
H26 11.224 21.122 2.887  0.094
H27 12.355 19.952 2.208  0.073
H28 12.489 21.661 1.749  0.091
H29 9.629 21.448 -0.584  0.027
H30 10.132 22.492 0.704  0.095
H31 11.327 22.039 -0.451  0.094
H32 9.394 18.318 3.681  0.050
H33 8.294 19.668 4.082  0.052
H34 7.674 18.226 3.287  0.085
H35 6.791 20.156 1.632  0.041
H36 8.039 20.944 0.740  0.055
H37 7.842 21.400 2.446  0.091
O3 12.043 13.851 -4.323  -0.276
P3 11.929 13.644 -2.872  0.494
N7 12.620 12.220 -2.367  -0.299
C14 12.770 11.832 -0.984  -0.116
C15 13.283 11.328 -3.315  -0.107
N8 10.386 13.560 -2.275  -0.287
C16 9.738 12.273 -2.001  -0.100
C17 9.469 14.582 -2.772  -0.115
N9 12.619 14.855 -1.954  -0.288
C18 13.573 15.714 -2.631  -0.111
C19 12.530 14.931 -0.514  -0.111
H38 11.906 12.078 -0.366  0.058
H39 13.617 12.332 -0.498  0.076
H40 12.963 10.760 -0.930  0.086
H41 13.256 11.742 -4.322  0.067
H42 12.792 10.350 -3.319  0.080
H43 14.348 11.226 -3.071  0.082
H44 9.979 11.472 -2.703  0.083
H45 10.001 12.009 -0.977  0.045
H46 8.652 12.364 -2.007  0.083
H47 9.086 14.392 -3.783  0.087
H48 8.662 14.761 -2.065  0.072
H49 10.018 15.526 -2.861  0.062
H50 14.407 15.989 -1.983  0.084
H51 14.022 15.149 -3.455  0.075
H52 13.111 16.587 -3.092  0.055
H53 13.377 14.488 0.030  0.076
H54 11.624 14.437 -0.166  0.064
H55 12.509 15.976 -0.186  0.081
C20 13.791 19.980 -0.872  -0.010
O4 15.006 20.750 -0.711  0.005
C21 15.507 20.780 0.520  -0.627
O5 15.194 20.081 1.432  0.147
O6 16.433 21.746 0.553  -0.004
C22 17.040 22.046 1.805  -0.031
H56 13.348 20.289 -1.819  0.093
H57 13.123 20.276 -0.070  0.057
H58 13.998 18.918 -0.897  0.095
H59 17.405 23.053 1.640  0.096
H60 17.845 21.361 2.068  0.100
H61 16.298 21.986 2.604  0.060
C23 11.826 18.386 4.958  -0.022
O7 12.993 19.107 4.584  -0.001
C24 13.188 20.331 5.041  -0.644
O8 12.514 20.881 5.874  0.106
O9 14.291 20.770 4.462  0.003
C25 14.638 22.149 4.626  -0.032
H62 11.453 17.924 4.049  0.066
H63 11.109 19.070 5.410  0.086
H64 12.133 17.638 5.687  0.100
H65 15.674 22.147 4.959  0.097
H66 14.045 22.618 5.410  0.091
H67 14.487 22.657 3.678  0.088
C26 6.636 26.384 -0.274  -0.039
O10 7.470 25.225 -0.364  0.005
C27 7.203 24.435 -1.407  -0.615
O11 6.287 24.560 -2.165  0.134
O12 8.122 23.468 -1.446  0.003
C28 7.937 22.482 -2.439  -0.075
H68 6.710 27.013 -1.160  0.098
H69 6.919 26.863 0.653  0.094
H70 5.582 26.096 -0.242  0.096
H71 8.323 22.813 -3.410  0.107
H72 6.892 22.285 -2.669  0.019
H73 8.431 21.567 -2.141  0.058
C29 8.682 21.863 6.236  -0.045
O13 7.452 22.117 6.877  0.017
C30 6.498 21.185 6.796  -0.607
O14 6.504 20.201 6.118  0.125
O15 5.497 21.584 7.582  0.005
C31 4.394 20.689 7.713  -0.034
H74 9.133 22.770 5.843  0.097
H75 8.639 21.138 5.426  0.059
H76 9.410 21.430 6.932  0.103
H77 4.596 20.096 8.605  0.099
H78 4.356 19.989 6.879  0.088
H79 3.464 21.240 7.759  0.091
C32 9.742 11.027 3.338  -0.031
O16 9.701 12.436 3.607  0.010
C33 9.529 13.198 2.537  -0.626
O17 9.500 12.807 1.398  0.111
O18 9.427 14.452 2.956  0.019
C34 8.889 15.418 2.050  -0.032
H80 10.667 10.752 2.832  0.095
H81 8.875 10.761 2.739  0.096
H82 9.730 10.515 4.294  0.092
H83 7.946 15.057 1.636  0.102
H84 9.613 15.715 1.294  0.077
H85 8.645 16.317 2.608  0.064



3.
The following is a DFT calculation (the ωB97M-V functional and the def2-TZVPD basis) of 12 unconnected molecules or ions with the total composition C34H86Br8Cl4N6O6 in a non-equilibrium geometry.

Values from the calculation:
DFT total energy: -668303.125 eV
maximum force: 2.61 eV/Å
energy above the lowest of the compared OMol25 structures with the same formula, charge and spin: 2.1395 eV
HOMO: -0.31015 hartree
LUMO level: 0.085 eV

Last column: Löwdin charge in e.
CARTESIAN COORDINATES (ANGSTROEM)
C1 5.848 12.745 -5.890  -0.075
O1 6.257 14.097 -5.577  -0.204
C2 5.439 14.867 -4.782  -0.232
C3 6.104 16.231 -4.387  -0.419
C4 6.239 17.187 -5.568  -0.053
N1 7.422 15.961 -3.870  0.028
H1 6.669 12.372 -6.504  0.093
H2 5.023 12.819 -6.598  0.078
H3 5.632 12.199 -4.972  0.044
H4 4.495 15.078 -5.285  0.120
H5 5.154 14.354 -3.864  0.110
H6 5.550 16.705 -3.576  0.112
H7 5.379 17.163 -6.237  0.077
H8 7.061 16.936 -6.238  0.070
H9 6.484 18.212 -5.290  0.075
H10 7.833 15.573 -4.707  0.016
H11 7.256 15.194 -3.234  0.047
C5 8.170 7.118 -2.460  -0.086
O2 9.317 7.248 -1.593  -0.174
C6 10.372 7.762 -2.315  -0.247
C7 11.366 8.413 -1.313  -0.376
C8 10.849 9.790 -0.804  -0.067
N2 12.663 8.592 -2.018  0.032
H12 8.315 6.577 -3.395  0.089
H13 7.821 8.107 -2.755  0.056
H14 7.338 6.691 -1.900  0.087
H15 10.877 6.971 -2.868  0.122
H16 10.068 8.536 -3.020  0.126
H17 11.498 7.730 -0.473  0.118
H18 11.026 10.712 -1.358  0.030
H19 11.324 9.964 0.161  0.048
H20 9.820 9.747 -0.449  0.063
H21 12.886 7.699 -2.435  0.056
H22 13.434 8.788 -1.396  0.068
C9 4.927 10.226 9.011  -0.106
O3 5.049 9.812 7.640  -0.199
C10 5.140 10.914 6.755  -0.174
C11 5.164 10.327 5.268  -0.428
C12 5.646 11.415 4.296  -0.096
N3 3.926 9.900 4.682  0.020
H23 3.930 10.387 9.421  0.079
H24 5.588 11.060 9.247  0.081
H25 5.201 9.348 9.597  0.081
H26 4.407 11.717 6.830  0.131
H27 6.168 11.198 6.978  0.100
H28 5.782 9.436 5.384  0.122
H29 6.405 11.987 4.830  0.048
H30 4.799 12.065 4.077  0.083
H31 6.010 10.956 3.377  0.026
H32 3.566 9.137 5.237  0.071
H33 4.139 9.539 3.763  0.070
C13 9.943 9.683 9.641  -0.122
O4 9.944 9.811 8.259  -0.178
C14 9.294 10.952 7.776  -0.188
C15 9.431 11.014 6.205  -0.441
C16 10.834 10.721 5.737  -0.078
N4 8.912 12.258 5.664  0.048
H34 10.559 10.471 10.075  0.085
H35 10.378 8.741 9.974  0.090
H36 8.942 9.798 10.059  0.082
H37 8.259 10.914 8.116  0.103
H38 9.651 11.896 8.186  0.116
H39 8.784 10.218 5.837  0.069
H40 11.021 9.655 5.605  0.074
H41 11.532 11.165 6.446  0.075
H42 11.002 11.144 4.746  0.033
H43 9.169 12.367 4.693  0.008
H44 9.402 13.025 6.100  0.008
C17 8.199 17.916 3.625  -0.114
O5 9.302 17.194 4.139  -0.182
C18 8.975 16.141 5.014  -0.196
C19 10.284 15.775 5.687  -0.420
C20 11.499 15.407 4.822  -0.043
N5 10.142 14.746 6.715  0.026
H45 8.626 18.485 2.799  0.070
H46 7.803 18.614 4.363  0.093
H47 7.434 17.306 3.146  0.059
H48 8.219 16.362 5.767  0.127
H49 8.560 15.255 4.532  0.116
H50 10.645 16.629 6.259  0.130
H51 11.827 16.251 4.214  0.081
H52 11.195 14.617 4.135  0.064
H53 12.389 15.087 5.364  0.072
H54 11.051 14.690 7.151  0.083
H55 9.495 15.161 7.370  0.085
C21 7.747 12.659 -1.953  -0.096
O6 7.935 13.501 -0.815  -0.202
C22 7.778 12.901 0.429  -0.208
C23 8.895 13.321 1.487  -0.376
C24 10.256 12.612 1.155  -0.034
N6 8.432 12.814 2.784  0.020
H56 7.838 13.271 -2.851  0.067
H57 6.763 12.191 -1.974  0.008
H58 8.407 11.796 -2.042  0.084
H59 6.793 13.193 0.794  0.120
H60 7.853 11.814 0.392  0.116
H61 8.952 14.407 1.425  0.056
H62 10.884 12.830 2.019  0.057
H63 10.662 12.972 0.210  0.027
H64 10.171 11.530 1.253  0.041
H65 8.208 11.868 2.507  -0.064
H66 7.522 13.175 3.030  0.065
Br1 3.596 9.830 -5.744  0.575
C25 2.721 9.329 -4.019  -0.637
C26 3.167 10.219 -2.852  -0.607
Br2 5.140 10.042 -2.606  0.612
H67 3.051 8.339 -3.703  0.052
H68 1.644 9.375 -4.185  0.059
H69 2.703 9.766 -1.975  0.060
H70 3.077 11.305 -2.844  0.051
Br3 8.483 9.566 3.146  0.824
C27 9.777 8.316 2.370  -0.620
C28 9.994 7.117 3.335  -0.653
Br4 11.012 5.660 2.478  0.586
H71 10.703 8.873 2.228  0.043
H72 9.416 8.127 1.359  0.037
H73 9.174 6.550 3.776  0.043
H74 10.554 7.375 4.234  0.044
Br5 12.164 13.337 -2.235  0.649
C29 11.039 14.748 -3.070  -0.690
C30 11.685 15.517 -4.182  -0.606
Br6 10.351 16.813 -4.937  0.683
H75 10.628 15.456 -2.351  -0.002
H76 10.140 14.227 -3.402  0.036
H77 12.100 14.895 -4.974  0.061
H78 12.480 16.116 -3.736  0.058
Br7 9.532 16.683 0.052  0.665
C31 9.218 18.598 -0.597  -0.563
C32 8.839 18.688 -2.113  -0.727
Br8 8.735 20.531 -2.655  0.649
H79 10.181 19.078 -0.424  0.045
H80 8.466 19.004 0.080  0.023
H81 7.907 18.192 -2.382  0.018
H82 9.584 18.167 -2.714  -0.028
Cl1 14.468 12.135 5.729  0.478
C33 13.477 12.452 4.243  -0.991
Cl2 13.493 10.999 3.229  0.504
H83 12.439 12.698 4.469  -0.014
H84 14.009 13.173 3.622  0.025
Cl3 5.634 18.207 0.918  0.505
C34 6.018 16.791 -0.149  -0.978
Cl4 4.529 15.962 -0.728  0.501
H85 6.670 17.104 -0.964  -0.013
H86 6.570 16.076 0.460  -0.011